No. 1
Entry from the OMol25 dataset: a 3-piece molecular cluster, C2H8N2O4 overall (ωB97M-V with the def2-TZVPD basis set).

Each line ends with the Löwdin charge.
Positions of all 16 atoms, in Å:
N1 -0.25 -2.30 -0.25  0.20
C1 -0.21 -1.06 -0.77  -0.59
O1 -0.71 -0.76 -1.84  0.06
N2 0.51 -0.11 -0.01  0.14
C2 1.43 -0.35 1.00  -0.30
O2 1.55 -1.37 1.63  0.06
H1 0.01 -2.43 0.71  0.09
H2 -0.55 -3.08 -0.81  0.12
H3 0.28 0.84 -0.15  0.12
H4 1.99 0.56 1.24  0.13
O3 1.79 3.40 -0.30  -0.05
H5 2.30 3.30 -1.12  0.05
H6 1.91 2.54 0.11  0.00
O4 -3.71 0.15 0.24  -0.06
H7 -3.22 0.75 0.80  0.03
H8 -3.12 -0.08 -0.49  0.02

Calculated values
LUMO level: 0.009 Ha
strongest force on any atom: 1.08 eV/Å
SMILES: NC(=O)NC=O.O.O
Kohn-Sham gap: 10.97 eV
molecular weight: 124.10 u
energy relative to the best compared isomer or geometry (same formula, charge and spin): 1.015 eV
E: -13374.7227 eV

=====

No. 2
Entry from the OMol25 dataset: C20H74F2N6O24S2 as an isolated structure (ωB97M-V with the def2-TZVPD basis set).

Each line ends with the Löwdin charge.
Positions of all 128 atoms, in Å:
N1 1.00 -0.20 -0.06  -0.23
S1 1.34 1.03 0.88  0.57
O1 1.79 2.15 0.13  -0.27
O2 2.05 0.63 2.08  -0.29
F1 -0.05 1.41 1.44  -0.13
S2 -0.39 -0.75 -0.50  0.54
O3 -1.26 0.27 -1.02  -0.28
O4 -1.00 -1.69 0.41  -0.27
F2 -0.02 -1.64 -1.72  -0.12
N2 2.29 0.08 -2.58  -0.48
O5 2.92 1.12 -2.20  -0.08
O6 2.96 -1.00 -2.61  -0.04
O7 1.50 0.25 -3.54  -0.01
C1 2.12 -3.00 -0.07  -0.07
C2 2.85 -2.60 1.21  -0.30
O8 3.05 -3.74 2.05  -0.07
H1 2.65 -3.84 -0.44  0.07
H2 2.16 -2.29 -0.86  0.02
H3 1.06 -3.25 0.06  0.06
H4 2.28 -1.79 1.59  0.06
H5 3.82 -2.22 0.92  0.10
H6 3.57 -3.45 2.80  0.00
C3 -2.75 1.84 1.67  -0.06
C4 -4.28 2.02 1.71  -0.28
O9 -4.59 2.97 2.71  -0.10
H7 -2.47 1.15 2.41  0.05
H8 -2.24 2.76 1.82  0.05
H9 -2.44 1.52 0.67  0.05
H10 -4.82 1.07 1.78  0.11
H11 -4.57 2.45 0.80  0.07
H12 -4.45 3.87 2.26  0.12
C5 -1.60 -4.74 0.05  -0.07
C6 -3.11 -4.85 0.09  -0.37
O10 -3.56 -5.52 -0.97  -0.03
H13 -1.37 -4.01 0.84  0.06
H14 -1.14 -4.39 -0.86  0.06
H15 -1.08 -5.63 0.28  0.06
H16 -3.54 -3.83 0.20  0.11
H17 -3.38 -5.42 1.01  0.12
H18 -3.21 -6.38 -1.04  0.07
C7 3.85 -1.52 4.17  -0.73
O11 3.03 -1.40 5.17  -0.05
N3 4.04 -0.57 3.35  0.18
N4 4.69 -2.50 3.96  0.12
H19 3.23 0.08 3.09  0.10
H20 4.81 -0.61 2.77  0.08
H21 4.61 -3.39 4.54  0.16
H22 5.40 -2.52 3.20  0.15
C8 3.08 4.82 -1.88  -0.62
O12 3.55 6.12 -2.31  -0.24
N5 2.58 4.63 -0.71  0.14
N6 3.16 3.79 -2.61  0.18
H23 2.42 5.46 -0.10  0.15
H24 2.19 3.71 -0.43  0.06
H25 3.39 3.93 -3.62  0.15
H26 2.89 2.83 -2.33  0.06
C9 0.75 -2.39 -5.24  -0.18
O13 1.62 -2.78 -4.21  -0.11
H27 -0.04 -1.69 -4.95  0.06
H28 0.28 -3.20 -5.75  0.06
H29 1.22 -1.89 -6.02  0.05
H30 1.79 -2.02 -3.60  0.03
C10 -2.07 -4.09 -3.80  -0.14
O14 -1.26 -5.13 -4.33  -0.11
H31 -1.60 -3.92 -2.84  0.04
H32 -3.02 -4.46 -3.53  0.06
H33 -2.12 -3.12 -4.40  0.08
H34 -0.36 -5.04 -4.10  0.05
C11 -2.33 -0.08 -5.07  -0.19
O15 -1.44 0.67 -4.32  -0.10
H35 -2.04 -0.26 -6.11  0.08
H36 -3.29 0.42 -5.07  0.07
H37 -2.49 -1.05 -4.65  0.04
H38 -0.76 0.12 -3.92  0.03
C12 -4.00 1.80 -2.20  -0.14
O16 -4.87 2.88 -1.89  -0.13
H39 -4.43 1.13 -2.96  0.08
H40 -3.83 1.29 -1.24  0.06
H41 -3.06 2.23 -2.56  0.07
H42 -4.30 3.52 -1.49  0.05
C13 3.08 4.15 2.64  -0.14
O17 3.94 3.67 1.64  -0.11
H43 3.56 4.94 3.19  0.07
H44 2.73 3.35 3.32  0.08
H45 2.20 4.55 2.17  0.05
H46 3.63 3.89 0.79  -0.01
C14 -0.49 5.60 0.96  -0.12
O18 -0.25 4.20 1.28  -0.16
H47 -0.20 6.27 1.78  0.08
H48 -1.58 5.74 0.79  0.08
H49 0.05 5.88 0.07  0.05
H50 -0.43 3.59 0.59  -0.02
C15 0.12 -1.63 3.55  -0.11
O19 -0.09 -2.86 2.78  -0.10
H51 0.13 -1.80 4.59  0.06
H52 -0.56 -0.83 3.31  0.06
H53 1.10 -1.20 3.40  0.04
H54 -0.37 -2.64 1.92  -0.04
C16 -0.40 3.37 -2.07  -0.12
O20 -1.13 2.94 -0.97  -0.14
H55 -0.66 2.64 -2.87  0.09
H56 0.70 3.31 -1.92  0.06
H57 -0.56 4.41 -2.30  0.09
H58 -0.95 2.02 -0.94  -0.01
C17 4.89 1.03 0.32  -0.13
O21 4.97 -0.15 -0.52  -0.13
H59 4.51 0.88 1.36  0.06
H60 4.27 1.73 -0.20  0.04
H61 5.89 1.43 0.34  0.07
H62 4.24 -0.22 -1.13  0.01
C18 -3.27 -1.80 2.65  -0.13
O22 -4.67 -1.59 2.39  -0.11
H63 -3.03 -2.83 2.35  0.08
H64 -3.00 -1.75 3.63  0.05
H65 -2.73 -1.12 2.06  0.03
H66 -4.73 -1.58 1.45  0.02
C19 -3.56 -1.97 -1.71  -0.13
O23 -3.69 -1.19 -0.54  -0.12
H67 -4.48 -2.47 -1.92  0.09
H68 -2.76 -2.66 -1.61  0.03
H69 -3.30 -1.38 -2.55  0.06
H70 -2.91 -0.66 -0.46  0.00
C20 0.63 1.28 5.02  -0.17
O24 -0.37 0.89 5.97  -0.11
H71 0.95 2.28 5.26  0.06
H72 0.24 1.47 4.00  0.07
H73 1.58 0.66 5.04  0.08
H74 -0.60 0.00 5.68  0.04

Calculated values
LUMO level: 0.145 Ha
strongest force on any atom: 9.58 eV/Å
Kohn-Sham gap: 8.61 eV
molecular weight: 884.96 u
E: -107118.1993 eV
net charge: -2

=====

No. 3
Entry from the OMol25 dataset: a 2-piece molecular cluster, C3H11N3 overall (ωB97M-V with the def2-TZVPD basis set).

Each line ends with the Mulliken spin population.
Positions of all 17 atoms, in Å:
C1 0.32 -0.38 2.14  0.00
N1 0.46 -0.79 0.72  0.09
C2 1.86 -0.92 0.32  0.00
H1 0.80 0.53 2.27  0.00
H2 0.81 -1.10 2.84  0.01
H3 -0.74 -0.29 2.41  0.00
H4 -0.02 -1.70 0.55  0.00
H5 2.44 -1.62 1.00  0.01
H6 1.92 -1.32 -0.73  0.00
H7 2.36 0.04 0.36  0.00
N2 -1.72 0.66 -0.74  0.53
C3 -1.28 1.31 -1.87  -0.11
N3 -1.95 1.39 -2.97  0.52
H8 -1.00 0.33 -0.09  -0.02
H9 -2.60 0.18 -0.82  -0.02
H10 -0.23 1.74 -1.81  0.00
H11 -1.43 1.96 -3.58  -0.01

Calculated values
LUMO level (spin up / spin down): -0.130 / -0.320 Ha
strongest force on any atom: 3.13 eV/Å
Kohn-Sham gap (spin up / spin down): 10.36 / 4.70 eV
molecular weight: 89.14 u
energy relative to the best compared isomer or geometry (same formula, charge and spin): 1.042 eV
E: -7750.3466 eV
multiplicity: 2
net charge: +1

=====

No. 4
Entry from the OMol25 dataset: a 3-piece molecular cluster, C22H44BrN7O12P3 overall (ωB97M-V with the def2-TZVPD basis set).

Each line ends with the Löwdin charge.
Positions of all 89 atoms, in Å:
C1 5.46 2.11 2.38  -0.01
C2 5.21 0.95 1.21  -0.29
O1 5.92 1.06 0.09  -0.03
O2 4.22 -0.09 1.52  -0.12
C3 4.50 -1.35 0.77  -0.16
C4 3.77 -1.21 -0.69  -0.18
C5 3.39 -2.62 -1.42  -0.17
C6 1.89 -3.20 -1.10  -0.13
C7 1.11 -2.47 0.14  0.05
C8 1.05 -3.14 1.62  -0.08
O3 1.69 -4.41 2.00  -0.07
C9 0.80 -5.54 1.59  -0.10
N1 -0.14 -6.31 1.06  0.16
C10 0.21 -2.30 2.68  -0.22
P1 0.07 -3.12 4.45  0.91
N2 -0.53 -1.92 5.64  -0.22
O4 -1.24 -4.30 4.32  -0.36
N3 -0.48 -1.03 2.59  0.03
N4 -0.38 -0.56 1.33  -0.47
Br1 -1.34 1.08 1.14  0.89
C11 0.27 -1.09 0.14  -0.06
C12 0.19 -0.31 -1.31  -0.16
C13 -1.06 -0.85 -2.27  -0.19
C14 -2.50 -0.14 -1.97  -0.24
C15 -3.56 -0.36 -3.20  -0.21
N5 -4.96 -0.54 -2.63  -0.02
C16 -5.22 0.70 -1.73  -0.38
N6 -5.45 1.97 -2.24  0.10
N7 -5.19 0.52 -0.21  0.01
H1 4.59 2.89 2.35  0.10
H2 6.49 2.63 2.12  0.10
H3 5.55 1.55 3.42  0.10
H4 5.65 -1.53 0.61  0.15
H5 3.99 -2.25 1.32  0.13
H6 4.56 -0.67 -1.40  0.13
H7 2.89 -0.45 -0.58  0.10
H8 3.45 -2.47 -2.60  0.13
H9 4.23 -3.40 -1.14  0.13
H10 1.20 -3.17 -2.05  0.13
H11 2.03 -4.35 -0.81  0.14
H12 -0.88 -2.49 6.47  0.06
H13 -1.37 -1.42 5.30  0.03
H14 -1.85 -4.01 3.58  0.06
H15 1.17 -0.64 -1.91  0.12
H16 0.26 0.85 -1.25  0.11
H17 -0.76 -0.53 -3.38  0.14
H18 -1.10 -2.04 -2.30  0.13
H19 -2.40 1.02 -1.76  0.11
H20 -2.89 -0.61 -0.94  0.10
H21 -3.55 0.58 -3.92  0.14
H22 -3.19 -1.28 -3.82  0.13
H23 -4.91 -1.40 -2.02  0.12
H24 -5.58 2.56 -1.37  0.04
H25 -6.08 0.85 0.23  0.08
H26 -4.37 1.10 0.14  0.05
C17 8.62 7.78 2.27  -0.16
O5 7.89 6.87 3.08  -0.29
P2 8.80 5.47 3.51  0.80
O6 7.47 4.74 3.73  -0.30
O7 9.29 6.16 4.93  -0.26
C18 8.58 7.22 5.55  -0.11
O8 9.72 4.07 3.95  -0.31
C19 9.13 3.10 4.80  -0.14
H27 8.02 8.68 2.13  0.09
H28 9.56 8.04 2.75  0.08
H29 8.82 7.32 1.30  0.08
H30 7.50 7.09 5.48  0.10
H31 8.89 8.17 5.11  0.08
H32 8.85 7.25 6.61  0.10
H33 8.40 2.51 4.24  0.07
H34 8.67 3.56 5.67  0.09
H35 9.92 2.41 5.13  0.09
C20 -8.54 -0.28 -3.88  -0.17
O9 -9.00 -1.02 -4.99  -0.29
P3 -8.85 -2.73 -4.76  0.79
O10 -8.85 -2.88 -6.29  -0.28
O11 -10.39 -2.85 -4.19  -0.26
C21 -11.39 -1.89 -4.47  -0.11
O12 -8.69 -4.44 -4.53  -0.33
C22 -9.16 -5.32 -5.54  -0.15
H36 -8.77 0.78 -4.05  0.09
H37 -9.03 -0.61 -2.96  0.07
H38 -7.46 -0.40 -3.78  0.06
H39 -11.33 -1.53 -5.50  0.10
H40 -11.30 -1.06 -3.77  0.08
H41 -12.37 -2.35 -4.32  0.10
H42 -8.46 -5.32 -6.39  0.08
H43 -10.16 -5.05 -5.87  0.09
H44 -9.18 -6.33 -5.13  0.09

Calculated values
LUMO level: -0.203 Ha
strongest force on any atom: 12.13 eV/Å
Kohn-Sham gap: 5.21 eV
molecular weight: 771.46 u
E: -156408.8383 eV
net charge: +1

=====

- Among the records above, which one has the highest strongest force on any atom?
  C22H44BrN7O12P3